Arrangement 1

A 2-piece molecular cluster, C4H12NO2 overall. Source: the OMol25 dataset; level of theory: ωB97M-V with the def2-TZVPD basis set.

The geometry in XYZ format:
```
19
Properties=species:S:1:pos:R:3
C 1.7471 -0.5978 -0.0580
C 1.0055 -0.3041 -1.3880
C -0.5109 -0.6257 -1.5164
C -1.2957 -1.0911 -0.2864
O -0.9615 -0.8943 0.8533
N 1.6253 0.6772 0.7591
H 1.2784 -1.3394 0.5848
H 2.7871 -0.9229 -0.0538
H 1.3410 0.6589 -1.7510
H 1.5098 -0.9097 -2.1442
H -1.0006 0.3671 -1.5436
H -0.6866 -1.2642 -2.3797
H -2.2375 -1.5940 -0.5495
H 0.6502 0.9213 0.9969
H 1.9498 1.5360 0.3050
H 2.2038 0.6502 1.6044
H -2.1581 2.6126 1.7897
H -2.2935 1.1786 1.0701
O -1.7679 1.9515 1.2130
```

As for the total charge: +1. Its multiplicity is 1. Its orbital gap is 10.74 eV.

For each atom in turn, the natural (NBO) charge in e is: -0.218 -0.444 -0.527 0.458 -0.568 -0.683 0.250 0.239 0.225 0.255 0.262 0.258 0.146 0.474 0.430 0.440 0.500 0.488 -0.984

Arrangement 2

A 3-piece molecular cluster, C4H12NO2 overall. Source: the OMol25 dataset; level of theory: ωB97M-V with the def2-TZVPD basis set.

The geometry in XYZ format:
```
19
Properties=species:S:1:pos:R:3
C 1.2345 1.3784 -1.7730
C 0.4196 0.3835 -1.0098
C 0.0473 -0.8243 -1.4034
C 0.3681 1.8129 0.9719
N -0.0211 0.7962 0.3026
H 1.7915 0.8742 -2.5494
H 0.5579 2.1605 -2.1199
H 2.0076 1.8189 -1.1536
H -0.3602 -1.5899 -0.7702
H 0.0621 -1.1027 -2.4459
H -0.2394 2.1223 1.7956
H 1.2795 2.3365 0.7188
H -0.9652 0.4991 0.5843
H -3.6230 -0.6196 0.2602
H -2.5089 -1.3618 0.8957
O -2.6903 -0.4991 0.4869
H 1.3606 -3.0648 2.2319
H 0.6035 -1.7519 2.3510
O 1.0958 -2.2895 1.7242
```

As for the total charge: +1. Its multiplicity is 1. Its orbital gap is 9.17 eV.

For each atom in turn, the natural (NBO) charge in e is: -0.659 0.108 -0.279 0.103 -0.406 0.264 0.243 0.226 0.229 0.233 0.225 0.224 0.470 0.504 0.484 -0.971 0.488 0.461 -0.948

Arrangement 3

A 3-piece molecular cluster, C4H12NO2 overall. Source: the OMol25 dataset; level of theory: ωB97M-V with the def2-TZVPD basis set.

The geometry in XYZ format:
```
19
Properties=species:S:1:pos:R:3
C -2.6635 -0.4402 1.6414
C -1.3321 -0.1018 1.0485
C -0.4774 0.8075 1.5076
C -1.5204 -1.3129 -1.1464
N -0.9104 -0.6830 -0.2009
H -2.4340 -0.3631 2.7180
H -3.3529 0.3916 1.4573
H -3.0952 -1.4466 1.5722
H 0.5407 0.8416 1.1051
H -0.6179 1.4081 2.4214
H -1.2844 -2.1266 -1.8009
H -2.5747 -0.9969 -1.1613
H -0.0358 -0.2620 -0.5580
H 4.7190 1.7095 -0.3732
H 3.5740 2.4919 0.1960
O 3.8148 1.9775 -0.5734
H 1.5830 -1.2556 -2.3424
H 2.1291 0.1662 -1.8623
O 1.5846 -0.6039 -1.6393
```

As for the total charge: +1. Its multiplicity is 1. Its orbital gap is 8.50 eV.

For each atom in turn, the natural (NBO) charge in e is: -0.700 0.139 -0.308 0.109 -0.441 0.261 0.259 0.260 0.221 0.246 0.248 0.201 0.480 0.481 0.472 -0.951 0.495 0.517 -0.987

Name the most stable of them. arrangement 1.

Arrangement 1

A 2-piece molecular cluster, C4H12NO2 overall. Source: the OMol25 dataset; level of theory: ωB97M-V with the def2-TZVPD basis set.

The geometry in XYZ format:
```
19
Properties=species:S:1:pos:R:3
C -0.0934 0.8357 -2.2164
C -0.5441 0.3183 -0.8555
C -1.2380 -1.0304 -0.7247
C -1.5908 -1.3377 0.7312
O -1.5070 -0.5069 1.5968
N 0.6651 0.3369 0.0626
H -0.0456 1.9228 -2.1780
H 0.8634 0.3724 -2.4579
H -0.7042 0.5259 -3.0648
H -1.2175 1.0243 -0.3755
H -2.1913 -0.9766 -1.2595
H -0.6569 -1.8267 -1.1867
H -1.7635 -2.3933 0.9189
H 1.2159 1.1777 -0.1142
H 0.3182 0.3639 1.0296
H 1.3568 -0.3941 -0.0580
H 1.7342 0.8645 3.7348
H 3.1655 0.3927 3.3167
O 2.2334 0.3307 3.1005
```

As for the total charge: +1. Its multiplicity is 1. Its orbital gap is 11.24 eV.

For each atom in turn, the natural (NBO) charge in e is: -0.642 -0.035 -0.546 0.457 -0.530 -0.683 0.241 0.219 0.261 0.234 0.277 0.242 0.151 0.439 0.477 0.436 0.488 0.490 -0.976

Arrangement 2

A 3-piece molecular cluster, C4H12NO2 overall. Source: the OMol25 dataset; level of theory: ωB97M-V with the def2-TZVPD basis set.

The geometry in XYZ format:
```
19
Properties=species:S:1:pos:R:3
O 2.4213 -4.1864 -3.1195
C 2.7918 -5.2673 -4.1753
C 4.1115 -5.9009 -3.9035
N 4.3220 -7.3737 -4.0044
C 3.0639 -8.0407 -3.5487
C 4.5858 -5.5296 -2.4956
H 2.7957 -4.5743 -5.0157
H 4.8055 -5.4757 -4.6027
H 4.4164 -7.5747 -4.9161
H 1.5456 -4.0443 -3.4183
H 2.9497 -8.9914 -3.9873
H 2.2642 -7.2789 -3.7870
H 3.0630 -8.1284 -2.4633
H 3.8710 -5.9120 -1.7608
H 4.5017 -4.4438 -2.4581
H 5.5685 -5.8903 -2.2247
H -16.1797 29.2721 16.5793
H -17.1822 28.8279 17.4070
O -17.4202 29.7190 17.2966
```

As for the total charge: +1. Its multiplicity is 1. Its orbital gap is 3.36 eV.

For each atom in turn, the natural (NBO) charge in e is: -0.566 0.490 -0.232 -0.473 -0.366 -0.587 0.234 0.288 0.362 0.503 0.243 0.152 0.231 0.229 0.227 0.266 0.381 0.428 -0.810

Arrangement 3

A 3-piece molecular cluster, C4H12NO2 overall. Source: the OMol25 dataset; level of theory: ωB97M-V with the def2-TZVPD basis set.

The geometry in XYZ format:
```
19
Properties=species:S:1:pos:R:3
C -1.3346 -1.1810 -1.0170
C 0.0711 -1.0402 -0.6097
C 1.0590 -1.9287 -0.8122
C -0.1699 1.2474 0.1115
N 0.5044 0.1489 0.1430
H -1.6967 -0.2680 -1.4981
H -1.3889 -1.9674 -1.7834
H -2.1512 -1.4866 -0.3588
H 2.0691 -1.5672 -0.9562
H 0.9105 -2.9737 -1.0411
H 0.0096 2.0591 0.8028
H -0.9129 1.2273 -0.6787
H 1.5372 0.0505 0.1090
H -2.9141 1.6424 2.3189
H -3.1519 2.3712 1.0001
O -2.8149 1.5397 1.3606
H 4.0174 0.9515 0.4811
H 3.2167 0.5112 1.6900
O 3.1400 0.6636 0.7380
```

As for the total charge: +1. Its multiplicity is 1. Its orbital gap is 8.62 eV.

For each atom in turn, the natural (NBO) charge in e is: -0.692 0.136 -0.339 0.159 -0.472 0.228 0.262 0.269 0.216 0.240 0.239 0.215 0.492 0.488 0.481 -0.957 0.505 0.496 -0.967

Arrangement 4

An isolated ion of composition C4H12NO2 and charge +1. Source: the OMol25 dataset; level of theory: ωB97M-V with the def2-TZVPD basis set.

The geometry in XYZ format:
```
19
Properties=species:S:1:pos:R:3
C -1.4576 1.2535 -0.0982
N -0.6752 0.0004 -0.2802
C -1.4368 -0.9637 0.4202
C 0.7872 0.1259 0.0262
C 1.7785 -1.1455 -0.3618
O 1.3036 1.3550 -0.4920
O 0.8163 0.2753 1.4918
H -1.4215 1.6020 0.9219
H -1.1301 2.0973 -0.7170
H -2.4847 1.2199 -0.2972
H -0.7456 -0.2812 -1.2673
H -0.9142 -1.8609 0.3883
H -1.6766 -0.5094 1.3469
H -2.3149 -1.0766 -0.0707
H 1.4657 -2.0813 0.0210
H 1.9734 -1.2028 -1.4711
H 2.7819 -0.9741 0.1200
H 1.7912 1.3461 -1.3163
H 1.5595 0.8198 1.6356
```

The structure (SMILES) is C[NH+](C)C(C)(O)O. As for the total charge: +1. Its multiplicity is 1. Its orbital gap is 12.29 eV.

For each atom in turn, the natural (NBO) charge in e is: -0.449 -0.363 -0.395 0.668 -0.666 -0.722 -0.711 0.254 0.255 0.244 0.439 0.228 0.242 0.224 0.241 0.231 0.266 0.513 0.501

Name the most stable of them. arrangement 1.

Arrangement 1

C35H33N10O3Pd as an isolated structure. Source: the OMol25 dataset; level of theory: ωB97M-V with the def2-TZVPD basis set.

The geometry in XYZ format:
```
82
Properties=species:S:1:pos:R:3
Pd -0.2896 -1.5796 -0.3925
C 0.5410 4.9131 1.4372
O 0.3216 5.2890 0.0773
C 1.3283 4.9757 -0.8001
C 2.0865 5.9908 -1.3578
C 3.0753 5.6991 -2.2840
C 3.2941 4.3843 -2.6631
C 2.5214 3.3643 -2.1292
C 1.5373 3.6497 -1.1867
N 0.6538 2.6861 -0.6517
C 0.8263 1.3308 -0.5599
N 2.0892 0.8963 -0.4498
C 2.5912 -0.4208 -0.3599
C 1.8208 -1.5748 -0.4367
C 2.5093 -2.7915 -0.3395
C 3.8809 -2.8541 -0.1640
C 4.6323 -1.6891 -0.0853
C 3.9896 -0.4731 -0.1982
O 4.6128 0.7418 -0.1577
C 6.0269 0.7572 -0.0650
N -0.2009 0.5307 -0.5611
C -1.4866 1.1266 -0.6150
C -2.0324 1.5927 0.5878
C -3.2632 2.2166 0.6408
C -3.9666 2.4207 -0.5377
C -3.4385 1.9896 -1.7372
C -2.2116 1.3269 -1.8038
O -1.8514 0.9979 -3.0797
C -0.8203 0.0903 -3.4241
H 0.1072 5.6946 2.0580
H 1.6067 4.8322 1.6583
H 0.0540 3.9627 1.6692
H 1.8858 7.0089 -1.0511
H 3.6681 6.4972 -2.7097
H 4.0564 4.1466 -3.3929
H 2.6633 2.3510 -2.4795
H -0.2858 3.0202 -0.4947
H 2.8082 1.6018 -0.3836
H 1.9791 -3.7327 -0.4121
H 4.3769 -3.8138 -0.0849
H 5.7014 -1.7405 0.0640
H 6.3172 1.8036 -0.0892
H 6.4825 0.2327 -0.9076
H 6.3689 0.3093 0.8705
H -1.4539 1.4402 1.4926
H -3.6621 2.5519 1.5897
H -4.9247 2.9237 -0.5218
H -3.9631 2.1569 -2.6694
H -0.9570 -0.1084 -4.4848
H -0.8922 -0.8614 -2.8859
H 0.1725 0.5115 -3.2641
C -4.8548 -1.9091 -0.6077
C -3.4991 -1.9229 -0.9345
N -2.5324 -1.8316 -0.0430
C -2.8701 -1.7307 1.2641
C -4.2140 -1.7419 1.6911
C -5.2139 -1.8204 0.7141
C -4.5040 -1.6935 3.0909
C -3.5165 -1.6396 4.0092
C -2.1419 -1.5908 3.6143
C -1.0891 -1.5081 4.5328
C 0.2084 -1.4392 4.0783
C 0.4405 -1.4509 2.7050
N -0.5363 -1.5338 1.8228
C -1.8235 -1.6171 2.2375
H -5.6007 -1.9814 -1.3864
H -3.1899 -2.0300 -1.9687
H -6.2562 -1.8157 1.0072
H -5.5409 -1.7165 3.4025
H -3.7465 -1.6296 5.0674
H -1.2976 -1.5020 5.5953
H 1.0403 -1.3735 4.7647
H 1.4442 -1.3903 2.2985
N 0.3055 -6.7131 -1.9405
N -0.0590 -5.6817 -1.1274
N -0.1436 -5.8220 0.1714
C -0.4127 -4.5842 0.5512
N -0.4850 -3.7526 -0.4963
N -0.2519 -4.4726 -1.5720
H 0.0686 -7.5971 -1.5171
H -0.0542 -6.5893 -2.8751
H -0.5606 -4.2939 1.5756
```

As for the total charge: +1. Its multiplicity is 3. Its orbital gap (alpha / beta) is 5.80 / 6.98 eV.

For each atom in turn, the natural (NBO) charge in e is: 1.042 -0.249 -0.525 0.245 -0.229 -0.196 -0.209 -0.262 0.155 -0.639 0.660 -0.604 0.116 -0.353 -0.270 -0.195 -0.311 0.263 -0.523 -0.250 -0.644 0.019 -0.190 -0.252 -0.200 -0.238 0.286 -0.502 -0.226 0.201 0.185 0.170 0.233 0.223 0.223 0.222 0.431 0.437 0.184 0.214 0.225 0.206 0.185 0.182 0.208 0.221 0.225 0.234 0.205 0.158 0.183 -0.239 0.080 -0.485 0.232 -0.097 -0.110 -0.172 -0.188 -0.006 -0.140 -0.242 0.072 -0.444 0.114 0.239 0.209 0.230 0.230 0.227 0.232 0.241 0.234 -0.599 0.186 -0.254 0.133 -0.337 -0.050 0.401 0.398 0.226

Arrangement 2

C35H33N10O3Pd as an isolated structure. Source: the OMol25 dataset; level of theory: ωB97M-V with the def2-TZVPD basis set.

The geometry in XYZ format:
```
82
Properties=species:S:1:pos:R:3
Pd -0.0497 -0.2323 1.1465
C 1.9951 5.1136 -3.9608
O 1.0062 4.5575 -3.1259
C 0.3115 5.3716 -2.2769
C 0.4866 6.7435 -2.1449
C -0.2861 7.4676 -1.2525
C -1.2523 6.8411 -0.4891
C -1.4370 5.4761 -0.6159
C -0.6571 4.7319 -1.4878
N -0.9092 3.3419 -1.6080
C -0.1101 2.3132 -1.1976
N 1.2395 2.5597 -1.1107
C 1.9864 2.1144 -0.0012
C 1.6147 0.7865 1.6249
C 2.5723 0.7126 2.7749
C 3.7863 1.0492 2.3445
C 5.1113 1.0171 0.1754
C 3.3185 2.6487 0.3609
O 3.2925 5.0457 0.0948
C 4.4193 5.2179 -0.7288
N -0.5869 1.1360 -0.9554
C -1.9804 0.9752 -0.8729
C -2.7635 0.5063 -1.9229
C -4.1390 0.3771 -1.7709
C -4.7454 0.7350 -0.5823
C -3.9811 1.1797 0.4885
C -2.6068 1.2796 0.3628
O -1.7479 1.6350 1.3828
C -2.3134 2.2262 2.5372
H 2.3945 4.2763 -4.5314
H 2.7928 5.5684 -3.3687
H 1.5822 5.8535 -4.6513
H 1.2206 7.2610 -2.7402
H -0.1384 8.5327 -1.1675
H -1.8574 7.4092 0.1988
H -2.2071 4.9746 -0.0479
H -1.8931 3.1040 -1.6396
H 1.5297 3.4572 -1.4758
H 2.2799 0.5046 3.7899
H 4.6722 1.1587 2.9456
H 5.9401 1.5457 0.6297
H 4.2349 6.1060 -1.3289
H 4.5668 4.3459 -1.3778
H 5.3249 5.3727 -0.1317
H -2.2928 0.2654 -2.8653
H -4.7405 0.0303 -2.5967
H -5.8149 0.6656 -0.4682
H -4.4712 1.4469 1.4100
H -1.4729 2.5634 3.1403
H -2.9068 1.5176 3.1247
H -2.9334 3.0871 2.2689
C 2.3299 4.1306 2.0460
C 1.3543 3.2348 2.1374
N 1.2349 2.1373 1.2837
C 2.4812 0.6715 0.3537
C 3.8215 1.2817 0.8468
C 3.4383 3.9768 1.0233
C 5.3338 0.3534 -0.9917
C 4.5015 -0.5164 -1.7039
C 3.2388 -1.0628 -1.3812
C 2.8338 -2.2328 -2.0678
C 1.6948 -2.9092 -1.7034
C 0.9374 -2.4177 -0.6448
N 1.2606 -1.2817 -0.0336
C 2.3454 -0.5868 -0.3874
H 2.3705 5.0120 2.6652
H 0.6007 3.2947 2.9116
H 4.4141 4.0634 1.5302
H 6.3338 0.4513 -1.4000
H 4.9443 -0.9553 -2.5863
H 3.4603 -2.6155 -2.8583
H 1.4109 -3.8242 -2.1974
H 0.0725 -2.9503 -0.2688
N -3.1686 -2.5181 -0.7548
N -3.0271 -2.0022 0.4818
N -3.9539 -2.0294 1.3959
C -3.3352 -1.5157 2.4534
N -2.0804 -1.1920 2.1678
N -1.8974 -1.5063 0.9114
H -4.1347 -2.5588 -1.0535
H -2.5396 -2.0815 -1.4214
H -3.7968 -1.3916 3.4112
```

As for the total charge: +1. Its multiplicity is 3. Its orbital gap (alpha / beta) is 7.28 / 6.78 eV.

For each atom in turn, the Mulliken charge in e is: -0.320 -0.907 -0.361 0.711 -0.686 -0.788 -0.856 -0.412 0.265 0.106 0.494 0.263 -0.500 0.895 -1.626 -0.664 -1.449 -1.192 -0.266 -0.747 0.018 -1.259 -0.465 -0.891 -0.707 -0.362 1.137 0.707 -1.058 0.238 0.287 0.384 0.442 0.411 0.420 0.470 0.422 0.102 0.560 0.583 0.469 0.271 0.270 0.318 0.489 0.476 0.444 0.536 0.109 0.286 0.399 -1.973 -0.156 1.466 -0.038 1.560 0.324 -0.638 -0.877 1.591 -1.109 -0.961 -0.675 -0.157 1.377 0.513 0.311 0.557 0.386 0.342 0.443 0.435 0.635 -0.596 1.099 -1.147 -0.199 -0.448 0.342 0.355 0.296 0.475

Name the most stable of them. arrangement 1.